No. 1
Formula: C20H43BIO17P
Source: the OMol25 dataset
Level of theory: ωB97M-V/def2-TZVPD

XYZ file:
```
83
Properties=species:S:1:pos:R:3:forces:R:3
C -0.411323 5.556934 -6.067120 -0.0095 -0.1692 0.0043
C -1.629631 5.896768 -5.237794 0.0996 0.2185 -0.0479
O -2.492730 4.760455 -5.066376 -0.0030 -0.0439 0.0246
C -2.114633 3.890400 -4.131293 0.0060 -0.0750 0.0234
O -1.150349 3.989812 -3.413283 0.0273 0.1170 0.0272
O -2.984862 2.885921 -4.114395 -0.0207 0.0149 0.0272
C -2.713401 1.889344 -3.118310 -0.0441 -0.1227 0.0570
H -0.711679 5.119865 -7.019627 -0.0059 0.0568 -0.0304
H 0.170589 6.457352 -6.263473 -0.0087 0.0200 -0.0010
H 0.224509 4.841388 -5.548001 0.0103 0.0265 0.0366
H -2.247151 6.637576 -5.741246 -0.0705 -0.0569 -0.0174
H -1.350682 6.291871 -4.261819 0.0127 -0.0778 0.0414
H -2.620765 2.346991 -2.135765 0.0378 0.0205 0.0054
H -1.805975 1.339783 -3.361229 0.0365 0.0418 0.0022
H -3.563382 1.214727 -3.132682 -0.0334 0.0264 -0.0643
C 3.433840 4.413825 0.299198 -0.0912 -0.0699 -0.2522
C 4.920281 4.260393 0.527567 -0.0574 0.2110 0.1615
O 5.405074 3.004332 0.024435 0.0264 -0.0178 -0.0206
C 5.607111 2.958344 -1.292427 -0.0006 0.0197 -0.0061
O 5.450397 3.866504 -2.067689 -0.0056 -0.0379 0.0234
O 6.020535 1.730944 -1.604941 -0.0084 -0.0030 0.0045
C 6.246885 1.518676 -3.002239 0.0450 -0.0650 -0.0398
H 2.892761 3.562748 0.709579 -0.0033 0.0471 0.1335
H 3.066382 5.322433 0.775157 0.0178 -0.0112 0.0530
H 3.208534 4.466535 -0.766546 0.0670 0.0671 -0.0119
H 5.148703 4.241472 1.591305 0.0232 -0.1130 0.0038
H 5.479746 5.078582 0.076813 0.0096 -0.0447 -0.1040
H 6.912715 2.277515 -3.405661 -0.0197 0.0409 0.0006
H 5.303281 1.531903 -3.544764 -0.0077 0.0557 -0.0078
H 6.706393 0.538599 -3.081359 -0.0111 -0.0179 0.0418
C 1.275163 -2.796389 -1.218857 -0.1737 -0.0369 -0.0012
C 1.526922 -3.113292 -2.676432 0.2246 0.0858 0.0782
O 0.442974 -3.861196 -3.256409 -0.0325 -0.0001 -0.0230
C -0.620357 -3.142673 -3.608966 0.0192 0.0080 0.0418
O -0.734535 -1.946952 -3.512277 -0.0308 0.0070 -0.0098
O -1.542791 -3.973655 -4.093481 0.0067 0.0016 -0.0065
C -2.765661 -3.341963 -4.484259 -0.0590 -0.0310 -0.0512
H 1.062151 -3.709942 -0.663245 0.0631 -0.0113 0.0163
H 2.153150 -2.319538 -0.783039 0.0245 -0.0052 -0.0053
H 0.426648 -2.122944 -1.107335 0.0183 0.0370 -0.0182
H 2.395752 -3.758270 -2.788762 -0.0482 -0.0767 -0.0274
H 1.695546 -2.208587 -3.258781 -0.0882 0.0227 -0.0159
H -2.574773 -2.518713 -5.168428 0.0214 0.0334 0.0205
H -3.299380 -2.976441 -3.608672 0.0235 0.0493 0.0076
H -3.350300 -4.110572 -4.979553 0.0208 -0.0383 0.0161
C 2.848787 0.789889 1.706184 -0.0144 -0.2558 -0.0104
C 1.666780 1.214399 2.549193 0.1499 0.2194 -0.0598
O 0.758099 0.122148 2.772559 -0.0162 -0.0122 0.0210
C 1.120915 -0.737201 3.722427 0.0068 0.0119 0.0201
O 2.103855 -0.662854 4.414719 -0.0266 -0.0129 -0.0341
O 0.199465 -1.699493 3.783166 -0.0307 -0.0079 0.0015
C 0.471721 -2.723347 4.743760 -0.0410 -0.1627 0.0536
H 2.508407 0.334276 0.774655 -0.0185 0.0859 -0.0430
H 3.477927 1.644451 1.465243 0.0281 0.0069 -0.0005
H 3.462433 0.058188 2.229927 -0.0045 0.0315 0.0696
H 1.070841 1.970943 2.043702 -0.0851 -0.0530 -0.0120
H 1.988114 1.628869 3.503780 -0.0062 -0.1068 0.0656
H 0.663838 -2.298751 5.725937 0.0518 0.0511 -0.0139
H 1.324769 -3.321305 4.427263 0.0652 0.0542 0.0316
H -0.413231 -3.351579 4.780823 -0.0516 0.0536 -0.0676
C -4.907895 -5.034038 3.291157 -0.0349 -0.0412 0.1801
C -3.660408 -5.866756 3.091574 -0.1176 0.1758 -0.2581
O -3.044851 -6.205782 4.346306 0.0386 -0.0355 -0.0109
C -3.611510 -7.215182 5.005186 -0.0020 -0.0134 -0.0102
O -4.553383 -7.868247 4.635731 0.0264 0.0265 0.0199
O -2.948025 -7.386495 6.149269 -0.0030 0.0046 -0.0045
C -3.468249 -8.423575 6.986852 0.0402 -0.0382 0.0657
H -4.683849 -4.155452 3.896619 0.0213 0.0422 -0.0592
H -5.296766 -4.705332 2.327625 0.0155 0.0052 -0.0177
H -5.681346 -5.609213 3.797783 -0.0093 -0.0339 -0.0391
H -2.906178 -5.296262 2.553461 0.0976 -0.0171 0.0966
H -3.871874 -6.771248 2.523380 -0.0115 -0.0838 0.1113
H -3.559306 -9.356402 6.435890 -0.0322 0.0029 -0.0319
H -4.439369 -8.136495 7.385916 -0.0344 -0.0159 -0.0412
H -2.753885 -8.536026 7.796217 0.0221 0.0409 -0.0029
O -0.772152 6.517064 1.737559 -0.3485 0.2776 -0.4294
B -0.857798 5.234792 1.294666 -0.3540 0.1386 0.2749
O 0.224770 4.398998 1.341642 0.5297 0.4141 -0.5578
P -2.544681 4.508834 0.612619 0.0886 -0.6102 -0.5156
I -3.667156 4.266690 2.761918 -0.0184 0.1743 0.0320
H -0.012564 6.995355 1.388796 0.3090 -0.1133 0.5039
H 0.391747 3.996736 0.480829 -0.1455 -0.5249 0.2092
H -3.119674 5.688542 0.098147 -0.0924 0.2180 0.3730
```
Positions in Å, forces in eV/Å.

Computed properties:
- strongest force on any atom (eV Å⁻¹) = 0.9
- electronic energy (eV) = -74314.308
- SMILES = CCOC(=O)OC.CCOC(=O)OC.CCOC(=O)OC.CCOC(=O)OC.CCOC(=O)OC.OB(O)PI

These are the Mulliken partial charges, in e, on atoms 1 to 4: atom 1 (C): -1.08, atom 2 (C): -0.16, atom 3 (O): -0.38, atom 4 (C): 0.81

---

No. 2
Formula: C20H43Br14N2O4S2
Source: the OMol25 dataset
Level of theory: ωB97M-V/def2-TZVPD

XYZ file:
```
85
Properties=species:S:1:pos:R:3:forces:R:3
C 3.278944 -1.414501 3.823488 -0.1308 -0.4527 -0.0077
C 2.895235 -0.389362 2.587546 -0.3802 -1.2731 0.2205
C 2.267339 1.048076 3.067000 1.7366 -0.4249 0.2916
C 2.731778 1.447720 4.622452 -0.9589 -0.3077 0.5393
S 0.360450 0.931818 3.035104 -2.2725 1.6876 2.8018
O -0.014123 -0.065266 4.157893 1.1344 1.7932 -3.2806
O -0.149597 2.343700 3.449846 1.5649 -3.6119 -1.7269
N -0.105256 0.443617 1.424367 -1.5899 0.4834 2.6830
S -1.836785 0.462250 1.196125 -1.4348 0.9850 -5.1315
O -2.118116 -0.470943 -0.045696 1.3875 2.0736 4.1878
O -2.419161 1.848062 0.818907 1.9036 -3.4026 2.1182
C -2.833117 -0.252934 2.612923 -1.0879 -1.2442 1.6291
C -2.627076 -1.897658 2.794918 0.4899 0.1832 -0.3906
N -2.963204 -2.173939 4.269835 0.9792 -0.0107 -1.0185
H 3.740601 -2.430963 3.400832 -1.1183 2.2324 0.7255
H 4.085198 -0.991184 4.567121 -1.6579 -0.6479 -1.4786
H 2.289108 -1.681178 4.424477 2.1629 0.6302 -1.2571
H 2.069322 -0.960801 1.945212 1.8124 1.3454 1.3371
H 3.828857 -0.287341 1.860038 -1.9741 0.2420 2.2096
H 2.679607 1.884112 2.345602 -1.4943 -2.0820 1.6961
H 3.896095 1.399644 4.750455 -2.2058 0.2177 -0.5854
H 2.280677 0.678703 5.412464 0.8899 1.5853 -1.9182
H 2.317241 2.507153 4.945580 0.9403 -2.1525 -0.9506
H -2.599000 0.259345 3.658653 -0.0944 -0.9498 -2.4983
H -4.000048 -0.098529 2.428172 2.7451 0.0356 -0.1055
H -1.527906 -2.229584 2.508586 -2.1196 0.9106 0.5702
H -3.337516 -2.499088 2.052751 1.3459 1.4706 1.7811
H -2.122072 -1.875248 4.843213 -1.3541 -0.7124 -0.9720
H -3.186524 -3.183676 4.422419 0.6312 1.4725 -0.1919
Br -3.174788 7.406600 2.448571 -0.0192 0.1252 -0.0672
C -2.452032 5.973821 1.339499 -0.1507 -0.2515 0.0245
C -1.242486 5.338891 1.985710 0.0265 -0.2840 -0.1772
Br 0.335003 6.469571 1.793913 -0.0081 0.0806 0.0832
H -2.244392 6.404352 0.356689 0.0478 -0.0866 0.2745
H -3.266082 5.247513 1.248613 0.2738 0.0596 0.0695
H -0.984508 4.402508 1.482117 -0.1480 0.0819 0.1519
H -1.371100 5.148372 3.054663 0.0075 0.0276 -0.3289
Br 1.042491 -3.253199 -0.954307 -0.0048 0.1322 0.0597
C 1.330585 -1.507840 -1.776496 0.1833 -0.2165 -0.0931
C 2.800860 -1.250154 -2.012325 0.1558 0.1166 -0.0976
Br 3.708216 -0.771609 -0.353593 0.0041 -0.2412 -0.9716
H 0.857807 -0.766806 -1.127083 0.0706 -0.1273 -0.0624
H 0.789406 -1.549480 -2.727208 0.3936 -0.0836 0.3843
H 2.939292 -0.388004 -2.671496 -0.0618 -0.1680 0.1039
H 3.330958 -2.110470 -2.429881 -0.1953 0.2462 0.1865
Br -1.341248 -0.361092 -3.193512 -0.4346 0.1364 -0.2362
C -0.441532 -0.601980 -4.907500 -0.0513 0.2252 0.4670
C -1.071694 0.254490 -5.981316 0.1796 -0.0986 -0.2904
Br -2.753761 -0.514366 -6.600351 -0.0083 0.0773 0.0216
H -0.465891 -1.670925 -5.133666 -0.0412 0.2598 -0.1055
H 0.594430 -0.296184 -4.729360 -0.1400 0.0129 -0.1660
H -0.432175 0.291583 -6.868228 -0.1030 0.0131 0.1566
H -1.288515 1.274245 -5.651788 0.1275 -0.3343 0.0226
Br 0.142491 -6.461249 -4.931917 0.0040 0.1675 0.0094
C 0.430585 -4.715890 -5.754106 -0.1595 -0.2276 -0.1924
C 1.900860 -4.458204 -5.989935 0.1459 0.2704 -0.0012
Br 2.808216 -3.979659 -4.331203 -0.0737 -0.1703 -0.2240
H -0.042193 -3.974856 -5.104693 0.2052 -0.1713 -0.0842
H -0.110594 -4.757530 -6.704818 0.1605 0.0463 0.1653
H 2.039292 -3.596054 -6.649106 -0.0972 -0.1581 0.0936
H 2.430958 -5.318520 -6.407491 -0.2406 0.1622 0.1205
Br 2.936981 3.590819 0.963171 0.2098 0.5217 -0.6354
C 4.307499 3.400678 -0.411892 0.0334 0.2158 0.2912
C 3.769252 3.768236 -1.775313 0.1636 -0.0970 -0.2220
Br 2.650281 2.344414 -2.499416 -0.0931 0.2400 0.0023
H 4.678911 2.374531 -0.353048 -0.1515 0.1756 -0.1425
H 5.105162 4.088865 -0.114247 -0.1514 -0.0989 -0.1551
H 4.586588 3.881214 -2.493764 -0.1073 -0.0282 0.1712
H 3.164941 4.679444 -1.772366 0.1216 -0.2565 0.1143
Br -0.526063 4.033660 -5.136771 -0.0557 0.0926 0.0652
C -2.450086 4.145618 -4.835322 0.0680 -0.3014 0.0334
C -3.184612 4.488809 -6.110633 -0.2459 0.0764 0.0420
Br -3.003117 6.382206 -6.541679 0.0348 -0.0848 -0.0751
H -2.606210 4.872581 -4.034362 0.0098 -0.1405 -0.2589
H -2.739639 3.151625 -4.479516 0.0019 0.1854 -0.0704
H -4.259830 4.325907 -5.990881 0.2260 -0.0016 0.0409
H -2.830829 3.927795 -6.979886 -0.0118 0.1151 0.2814
Br -2.611702 -5.598492 4.243922 0.0950 -0.3131 0.1162
C -2.011896 -6.169838 6.010010 0.1429 -0.1138 -0.2761
C -3.087281 -6.953955 6.725856 -0.0097 -0.0088 0.2971
Br -4.472649 -5.773712 7.426909 0.0229 -0.1043 -0.0975
H -1.698373 -5.271182 6.547138 -0.1615 -0.2209 -0.0666
H -1.136386 -6.799623 5.822090 -0.2069 0.0897 0.0780
H -2.674250 -7.460656 7.603143 -0.0161 0.1111 -0.1815
H -3.586103 -7.688828 6.088174 0.1822 0.2486 0.0738
```
Positions in Å, forces in eV/Å.

Computed properties:
- strongest force on any atom (eV Å⁻¹) = 5.4
- electronic energy (eV) = -1034870.313
- ΔE to the lowest compared entry with this formula, charge and spin (kcal per mole) = 131.6
- net charge = -1

These are the Mulliken partial charges, in e, on atoms 1 to 4: atom 1 (C): -1.09, atom 2 (C): 0.04, atom 3 (C): 1.46, atom 4 (C): -1.11

---

No. 3
Formula: C20H43Cl5O2P2W
Source: the OMol25 dataset
Level of theory: ωB97M-V/def2-TZVPD

XYZ file:
```
73
Properties=species:S:1:pos:R:3:forces:R:3
W 0.378194 0.973108 -0.641745 -3.0957 -1.3210 1.2852
Cl 0.415242 -1.143768 -1.406256 0.1968 -0.8173 -0.2169
P 1.402415 2.250148 -2.183061 1.5644 0.1478 -0.9976
C 1.211488 1.949235 -3.975101 -0.0545 0.4478 -0.1053
C 1.248217 3.971989 -1.600364 0.6834 0.4122 -0.7956
C 3.010188 1.411097 -1.879341 0.4750 0.8699 -0.4354
C -0.154825 1.342292 -4.225338 -0.5344 -0.3397 -0.4851
H 1.986723 1.191050 -4.178543 -0.3266 0.1630 0.1275
C 1.515691 3.157941 -4.873727 -0.0490 -0.1196 -0.2486
H 0.904924 4.039282 -4.631811 0.1550 -0.2613 -0.0548
H 1.284432 2.853823 -5.905825 0.0559 0.2324 0.2212
H 2.578778 3.436576 -4.852571 -0.3065 -0.0059 0.1243
H -0.361968 0.482073 -3.570061 0.1385 0.3396 -0.2707
H -0.185523 0.986214 -5.262925 -0.1639 0.1095 0.1306
H -0.966002 2.071068 -4.073255 0.2540 -0.1810 -0.0992
H 2.942791 0.449572 -2.406460 -0.4076 0.1228 0.2446
C 3.059904 1.153647 -0.364663 0.7307 -0.6131 0.5544
C 4.241614 2.110243 -2.518064 0.2746 -0.2932 0.8086
H 4.271854 1.962060 -3.600566 -0.1811 0.0648 0.1006
H 5.155736 1.642324 -2.115505 -0.2189 0.2343 -0.1253
H 4.286183 3.184987 -2.301325 -0.0230 -0.2194 0.0128
H 2.068993 1.037090 0.212865 1.7425 0.2918 0.1400
H 3.561757 1.964993 0.185409 -0.2931 -0.4005 -0.0772
H 3.576393 0.202674 -0.166655 -0.0275 0.3772 0.1381
C -0.201851 4.442905 -1.818264 -0.2200 0.1076 -0.0252
H 1.941926 4.511452 -2.274971 -0.3492 0.1651 0.2694
C 1.686460 4.181055 -0.145371 -0.0024 0.3884 0.2525
H -0.613192 4.216255 -2.813217 0.2940 0.0638 0.1706
H -0.251392 5.527977 -1.673845 0.0405 -0.1641 -0.0304
H -0.881628 3.973970 -1.095673 0.2743 0.1232 -0.0656
H 1.030043 3.657568 0.556387 0.2220 0.1736 -0.1795
H 1.598892 5.255183 0.075744 0.0164 -0.2497 -0.0671
H 2.716211 3.893495 0.090152 -0.1802 0.0369 -0.2909
Cl -0.672646 1.988464 1.066716 -0.5635 0.2245 0.5697
H -0.733556 1.793349 -1.620120 -0.3511 -0.3587 0.1345
P -2.231275 -2.751223 1.440803 1.8602 2.1304 -0.7428
C -1.018388 -4.094289 1.489184 0.0090 -0.3295 0.2303
C -2.735517 -1.928090 2.991616 -0.6241 -0.9354 0.8412
C -3.235904 -2.713597 -0.047515 -0.6796 -0.3068 -0.0592
C 0.420668 -3.517950 1.509367 0.3095 0.1292 0.1409
H -1.185163 -4.626074 0.537508 0.0376 0.1975 0.1858
C -1.296166 -5.099024 2.611406 0.4320 -0.3821 0.0456
H -1.085202 -4.664584 3.602635 -0.1450 -0.1887 -0.3346
H -0.630065 -5.969677 2.463802 -0.2378 0.3060 0.2677
H -2.331515 -5.458215 2.570344 0.1846 0.0929 0.1251
H 0.799215 -3.438697 0.484854 -0.0097 -0.0370 0.1722
H 1.116482 -4.139345 2.094341 -0.2538 -0.0467 -0.2328
H 0.490201 -2.504486 1.935552 -0.1754 -0.3538 -0.0267
H -2.545994 -3.070157 -0.824916 -0.0294 0.0173 0.2203
C -3.679175 -1.290558 -0.454777 -0.1186 0.2336 -0.0004
C -4.401694 -3.705136 0.067831 -0.5978 0.2209 -0.6252
H -4.057508 -4.745935 0.026370 -0.0389 0.2371 0.1692
H -5.079397 -3.546807 -0.786566 -0.0269 -0.2106 0.2043
H -4.975931 -3.542649 0.995779 0.2097 -0.0795 -0.3584
H -2.969292 -0.513926 -0.113010 -0.3573 -0.4345 -0.1504
H -4.685839 -1.048236 -0.074977 0.4241 -0.0865 0.0039
H -3.736768 -1.222223 -1.547861 -0.0148 -0.0720 0.1391
C -1.515726 -1.468902 3.811715 0.0018 0.3196 -0.3435
H -3.241795 -2.751179 3.533108 -0.0750 0.5649 0.2691
C -3.731436 -0.779937 2.774839 0.1160 0.0465 0.0468
H -0.895497 -2.299941 4.149174 0.0010 -0.0306 -0.0740
H -1.834909 -0.912141 4.708068 -0.0916 -0.2483 -0.2752
H -0.872530 -0.802570 3.219515 -0.2402 -0.2278 0.2524
H -3.272679 0.051277 2.217414 -0.1199 -0.2983 0.1311
H -4.037361 -0.393023 3.756746 0.1464 -0.0994 -0.1945
H -4.641803 -1.103230 2.264481 0.1116 0.0360 -0.0552
Cl 2.614432 -1.678371 5.031827 0.2420 0.1194 -0.3439
C 3.295687 -0.650077 3.731907 -0.9201 0.5059 -0.1603
Cl 4.714258 0.195498 4.338690 0.0668 -0.1720 -0.0886
Cl 3.728383 -1.678285 2.312943 0.0833 0.0855 0.2973
C 2.132432 0.395953 3.179593 -0.3425 -0.8539 -0.0336
O 2.507301 1.561187 3.029944 -0.3379 -0.6185 -0.1939
O 1.053004 -0.216768 2.955617 1.4304 1.0174 -0.1631
```
Positions in Å, forces in eV/Å.

Computed properties:
- strongest force on any atom (eV Å⁻¹) = 3.6
- electronic energy (eV) = -108544.362
- spin multiplicity = 3

These are the Mulliken partial charges, in e, on atoms 1 to 4: atom 1 (W): 0.73, atom 2 (Cl): -0.48, atom 3 (P): -0.48, atom 4 (C): 0.90